1.
The following is a DFT calculation (the ωB97M-V functional and the def2-TZVPD basis) of a cluster of 3 separate species, C20H46FIO7P in total in a non-equilibrium geometry.

Summary:
Energy above the lowest of the compared OMol25 structures with the same formula, charge and spin   1.217 eV
Highest occupied orbital energy   -10.3 eV
Charge   +1
Strongest force on any atom   3.62 eV/Å
Electronic energy   -55914.842 eV
Gap between HOMO and LUMO   6.366 eV

Each line ends with the Mulliken charge.
Geometry (Å):
C1 1.223 -1.224 5.238  -0.594
C2 1.222 0.358 5.444  -0.663
C3 2.552 0.949 6.088  -0.849
I1 2.187 3.058 6.517  0.188
P1 4.112 0.622 5.106  1.230
F1 4.976 -0.554 5.950  -0.366
C4 5.279 2.094 4.987  -0.643
C5 6.390 2.118 6.132  -1.079
C6 3.836 0.012 3.366  -0.246
C7 5.103 -0.829 2.809  -0.935
C8 5.192 -2.302 3.417  -0.243
O1 6.378 -2.519 4.232  -0.515
H1 1.012 -1.408 4.131  -0.071
H2 2.248 -1.661 5.431  0.219
H3 0.392 -1.760 5.789  0.382
H4 0.962 0.941 4.512  0.387
H5 0.386 0.584 6.187  0.497
H6 2.693 0.446 7.102  0.589
H7 4.752 3.089 4.942  0.496
H8 5.843 1.981 3.999  0.292
H9 5.973 1.883 7.157  0.292
H10 6.922 3.123 6.136  0.362
H11 7.210 1.350 5.942  0.304
H12 2.935 -0.650 3.225  -0.018
H13 3.730 0.895 2.651  0.406
H14 4.952 -0.951 1.686  0.332
H15 6.068 -0.234 2.912  0.456
H16 4.245 -2.561 4.003  0.174
H17 5.260 -3.039 2.559  0.310
H18 6.742 -1.629 4.365  0.322
C9 -1.700 0.908 -1.666  -0.630
O2 -0.390 0.385 -1.778  -0.208
C10 0.568 1.157 -1.069  -0.670
C11 1.753 0.293 -0.662  -0.434
O3 1.488 -0.536 0.472  -0.330
C12 0.631 -1.658 0.241  -0.405
C13 1.287 -2.762 -0.576  -0.609
O4 1.271 -2.433 -1.958  -0.218
C14 2.282 -3.108 -2.684  -0.790
H19 -1.753 1.908 -2.109  0.349
H20 -2.379 0.247 -2.199  0.020
H21 -2.008 0.945 -0.614  0.348
H22 0.118 1.602 -0.174  0.344
H23 0.909 1.957 -1.736  0.435
H24 2.560 0.962 -0.347  0.392
H25 2.137 -0.293 -1.497  0.201
H26 -0.320 -1.345 -0.189  0.184
H27 0.414 -2.062 1.234  0.390
H28 0.729 -3.697 -0.449  0.442
H29 2.318 -2.907 -0.230  0.280
H30 3.272 -2.843 -2.297  0.318
H31 2.225 -2.785 -3.724  0.236
H32 2.135 -4.190 -2.637  0.325
C15 -3.417 -0.834 -4.580  -0.957
O5 -4.287 0.272 -4.701  -0.213
C16 -4.207 0.890 -5.981  -0.582
C17 -5.515 1.591 -6.320  -0.375
O6 -6.543 0.699 -6.747  -0.475
C18 -7.139 -0.108 -5.731  -0.306
C19 -8.038 0.675 -4.785  -0.598
O7 -7.260 1.365 -3.813  -0.227
C20 -7.943 2.478 -3.272  -0.794
H33 -2.374 -0.514 -4.681  0.387
H34 -3.560 -1.276 -3.594  0.246
H35 -3.653 -1.592 -5.335  0.397
H36 -3.984 0.146 -6.755  0.377
H37 -3.396 1.626 -5.944  0.401
H38 -5.329 2.246 -7.176  0.405
H39 -5.860 2.229 -5.505  0.148
H40 -6.385 -0.683 -5.192  0.106
H41 -7.764 -0.827 -6.267  0.403
H42 -8.702 -0.015 -4.251  0.418
H43 -8.642 1.383 -5.364  0.363
H44 -8.193 3.196 -4.061  0.337
H45 -7.279 2.970 -2.560  0.228
H46 -8.851 2.159 -2.751  0.323

2.
The following is a DFT calculation (the ωB97M-V functional and the def2-TZVPD basis) of a structure of composition C54H54GeN2O2PdSSi in a non-equilibrium geometry.

Summary:
Highest occupied orbital energy   0.5 eV
Charge   -2
Strongest force on any atom   1.92 eV/Å
Electronic energy   -142654.965 eV
Gap between HOMO and LUMO   3.827 eV

Each line ends with the Mulliken charge.
Geometry (Å):
Pd1 0.650 -0.116 0.282  -0.131
C1 1.941 0.691 1.903  -1.108
Si1 0.823 2.103 2.299  -0.763
C2 0.116 2.985 0.731  -0.919
N1 -0.762 2.131 -0.040  1.398
C3 -1.054 2.656 -1.360  0.034
C4 -2.019 3.852 -1.356  -1.163
C5 -3.317 3.457 -0.659  -0.575
C6 -2.992 2.951 0.742  -0.986
C7 -1.999 1.787 0.633  0.689
C8 -0.501 1.746 3.636  0.700
C9 -1.476 2.689 3.941  0.296
C10 -2.460 2.438 4.878  -0.916
C11 -2.483 1.228 5.550  -0.669
C12 -1.499 0.290 5.289  -0.496
C13 -0.520 0.553 4.346  -0.620
C14 1.738 3.598 3.114  0.768
C15 1.618 3.942 4.458  -0.251
C16 2.354 4.971 5.018  -0.767
C17 3.257 5.685 4.246  -0.427
C18 3.412 5.346 2.910  -0.706
C19 2.667 4.317 2.366  -0.378
H1 2.167 0.034 2.750  0.536
H2 2.892 1.065 1.508  0.677
H3 0.980 3.201 0.095  0.652
H4 -0.340 3.963 0.975  0.351
H5 -1.503 1.843 -1.941  -0.666
H6 -0.111 2.930 -1.838  0.576
H7 -2.214 4.161 -2.387  0.502
H8 -1.561 4.700 -0.838  0.341
H9 -3.791 2.650 -1.225  0.032
H10 -4.019 4.302 -0.623  0.505
H11 -3.895 2.601 1.248  0.420
H12 -2.569 3.762 1.337  0.138
H13 -2.475 0.999 0.048  -0.005
H14 -1.773 1.372 1.614  -0.951
H15 -1.457 3.643 3.433  0.545
H16 -3.221 3.181 5.085  0.373
H17 -3.262 1.019 6.275  0.342
H18 -1.500 -0.654 5.820  0.421
H19 0.245 -0.182 4.154  0.214
H20 0.913 3.404 5.075  0.258
H21 2.227 5.223 6.066  0.367
H22 3.843 6.487 4.681  0.332
H23 4.120 5.888 2.294  0.387
H24 2.796 4.066 1.323  0.291
O1 1.328 1.023 -2.208  -0.602
S1 2.344 0.834 -1.165  0.762
C20 3.858 0.787 -2.249  0.439
C21 3.690 0.463 -3.588  -0.492
C22 4.786 0.296 -4.410  -0.777
C23 6.064 0.478 -3.902  -0.440
C24 6.234 0.828 -2.571  -0.690
C25 5.134 0.977 -1.743  -0.330
C26 2.495 -0.948 -0.822  0.233
C27 3.356 -1.439 0.182  -0.370
C28 3.636 -2.787 0.271  -0.701
C29 3.163 -3.681 -0.682  -0.724
C30 2.451 -3.182 -1.767  -0.531
C31 2.153 -1.841 -1.854  -0.906
H25 2.680 0.364 -3.960  0.302
H26 4.656 0.039 -5.454  0.404
H27 6.925 0.351 -4.546  0.352
H28 7.234 0.989 -2.187  0.371
H29 5.257 1.254 -0.703  0.394
H30 3.827 -0.757 0.879  0.280
H31 4.257 -3.151 1.083  0.423
H32 3.369 -4.740 -0.588  0.335
H33 2.142 -3.850 -2.561  0.404
H34 1.660 -1.448 -2.727  0.378
C32 -5.623 -0.092 -2.040  -0.747
C33 -5.115 -0.563 -0.839  -0.604
C34 -3.762 -0.809 -0.710  0.005
C35 -2.866 -0.589 -1.753  -0.122
C36 -3.400 -0.112 -2.945  -0.476
C37 -4.755 0.131 -3.095  -0.627
Ge1 -0.882 -0.983 -1.444  4.886
C38 -1.264 -2.934 -1.048  -0.400
C39 -2.387 -3.630 -1.479  -0.289
C40 -2.641 -4.929 -1.075  -0.763
C41 -1.734 -5.585 -0.258  -1.008
C42 -0.571 -4.937 0.122  -0.241
C43 -0.361 -3.621 -0.248  -0.669
C44 -0.536 -1.273 -3.442  -0.134
C45 -0.367 -0.178 -4.284  0.346
C46 -0.017 -0.323 -5.615  -0.855
C47 0.179 -1.586 -6.148  -0.807
C48 -0.021 -2.693 -5.341  -0.824
C49 -0.376 -2.532 -4.013  -0.361
H35 -6.686 0.094 -2.149  0.269
H36 -5.787 -0.735 -0.003  0.371
H37 -3.369 -1.189 0.223  0.147
H38 -2.742 0.059 -3.786  0.165
H39 -5.144 0.491 -4.042  0.337
H40 -3.080 -3.142 -2.150  0.443
H41 -3.553 -5.433 -1.392  0.353
H42 -1.934 -6.597 0.080  0.314
H43 0.163 -5.454 0.730  0.493
H44 0.528 -3.094 0.091  -0.514
H45 -0.475 0.814 -3.870  -0.072
H46 0.129 0.553 -6.239  0.417
H47 0.489 -1.705 -7.181  0.323
H48 0.128 -3.688 -5.751  0.369
H49 -0.515 -3.409 -3.395  0.340
O2 -0.960 -0.921 1.851  0.424
N2 -0.836 -2.097 2.319  0.151
C50 -1.911 -2.932 2.431  -0.124
C51 -1.797 -4.174 2.988  -0.797
C52 -0.558 -4.639 3.439  -0.586
C53 0.549 -3.812 3.236  -1.262
C54 0.397 -2.573 2.683  0.490
H50 -2.842 -2.537 2.056  0.343
H51 -2.678 -4.795 3.070  0.456
H52 -0.455 -5.616 3.885  0.350
H53 1.540 -4.149 3.509  0.454
H54 1.214 -1.902 2.439  -0.127

Question: Which of these has the highest highest occupied orbital energy?
Answer: C54H54GeN2O2PdSSi

Question: What is the strongest force on any atom in the first record?
Answer: 3.62 eV/Å